Entry 1:
{
  "formula": "C22H40Br2Cl4NNaO14S2V",
  "method": "ωB97M-V/def2-TZVPD",
  "homo_energy_ev": -4.9,
  "homo_lumo_gap_ev": 1.06,
  "de_lowest_kj_mol": 753.71,
  "charge": -1,
  "e_tot_ev": -295546.338,
  "elements": ["C", "C", "O", "C", "C", "C", "C", "C", "Br", "O", "S", "O", "O", "O", "C", "C", "C", "C", "C", "O", "O", "H", "H", "H", "H", "H", "H", "H", "H", "H", "H", "H", "H", "H", "H", "H", "H", "H", "H", "H", "H", "H", "O", "S", "O", "O", "O", "C", "C", "C", "C", "C", "C", "N", "O", "C", "C", "C", "H", "H", "H", "H", "H", "H", "H", "H", "H", "H", "H", "H", "H", "H", "H", "H", "H", "H", "Na", "O", "V", "O", "Br", "C", "Cl", "Cl", "Cl", "H", "Cl"],
  "xyz": [[-1.794, 5.358, -5.255], [-1.012, 3.984, -5.736], [-1.217, 3.911, -7.198], [-1.582, 2.658, -4.989], [-0.509, 2.033, -3.914], [0.788, 1.536, -4.747], [0.473, 0.404, -5.845], [1.701, -0.684, -5.842], [0.337, 1.068, -7.711], [-0.133, 3.279, -3.181], [-1.258, 3.403, -1.901], [-2.322, 4.461, -1.998], [-0.677, 3.361, -0.490], [-2.130, 1.946, -2.143], [-1.081, 1.116, -2.724], [-1.315, -0.459, -2.947], [0.039, -1.266, -2.526], [0.043, -1.398, -0.887], [1.444, -0.978, -0.220], [1.916, -1.754, 0.728], [2.192, 0.208, -0.540], [-1.596, 5.608, -4.145], [-1.359, 6.348, -5.870], [-2.916, 5.323, -5.531], [0.109, 4.154, -5.586], [-0.352, 4.181, -7.594], [-1.887, 1.894, -5.799], [-2.543, 3.002, -4.437], [1.534, 1.083, -3.975], [1.360, 2.400, -5.251], [-0.487, -0.184, -5.626], [1.377, -1.703, -6.262], [2.094, -0.838, -4.769], [2.597, -0.254, -6.448], [-0.251, 1.172, -1.908], [-2.119, -0.798, -2.176], [-1.723, -0.748, -3.977], [1.003, -0.760, -2.892], [0.055, -2.344, -2.954], [-0.207, -2.491, -0.582], [-0.767, -0.714, -0.417], [2.653, 0.101, -1.417], [-3.203, 1.081, -8.222], [-3.423, 1.536, -9.607], [-4.244, 0.547, -10.322], [-2.126, 1.683, -10.290], [-4.115, 2.836, -9.589], [1.502, -1.703, 7.386], [1.013, -3.137, 7.034], [2.234, -4.033, 6.710], [2.863, -3.727, 5.354], [1.818, -3.759, 4.244], [0.595, -2.860, 4.536], [0.030, -3.080, 5.904], [-0.648, -4.269, 5.886], [0.992, -1.374, 4.363], [-0.461, -3.086, 3.416], [0.358, -3.640, 8.357], [1.696, -1.591, 8.460], [2.439, -1.440, 6.896], [0.750, -0.947, 7.132], [1.935, -5.087, 6.723], [2.996, -3.923, 7.490], [3.363, -2.753, 5.371], [3.644, -4.462, 5.139], [2.287, -3.460, 3.301], [1.494, -4.798, 4.104], [0.162, -0.714, 4.637], [1.242, -1.156, 3.318], [1.868, -1.081, 4.936], [-0.764, -4.132, 3.325], [-0.062, -2.796, 2.439], [-1.358, -2.483, 3.596], [-0.502, -3.021, 8.631], [1.075, -3.600, 9.186], [0.025, -4.679, 8.299], [0.238, -0.795, 9.192], [3.884, 4.594, 10.158], [2.625, 3.389, 10.081], [1.361, 2.177, 10.003], [0.049, 6.436, -6.787], [-3.382, 1.898, 1.536], [-2.198, 1.727, 2.835], [-3.397, 0.437, 0.535], [-4.994, 2.224, 2.189], [-3.086, 2.743, 0.914], [2.947, -2.348, -1.122]]
}

***

Entry 2:
{
  "formula": "C3H9ClInS",
  "method": "ωB97M-V/def2-TZVPD",
  "homo_energy_ev": -4.3,
  "homo_lumo_gap_ev": 7.54,
  "charge": -1,
  "e_tot_ev": -31789.928,
  "elements": ["C", "C", "S", "C", "In", "Cl", "H", "H", "H", "H", "H", "H", "H", "H", "H"],
  "xyz": [[-1.433, 1.921, -0.174], [-0.806, 0.772, -0.956], [-1.401, -0.859, -0.412], [0.115, -1.819, -0.158], [1.827, -0.868, 0.885], [2.272, -2.351, 2.796], [-1.413, 2.856, -0.742], [-2.474, 1.711, 0.078], [-0.893, 2.077, 0.761], [0.275, 0.765, -0.819], [-0.993, 0.878, -2.028], [0.438, -2.246, -1.110], [-0.205, -2.651, 0.475], [1.448, 0.705, 1.561], [3.244, -0.891, -0.155]]
}

***

Entry 3:
{
  "formula": "C30H33Br2CaGe2N4OS",
  "method": "ωB97M-V/def2-TZVPD",
  "homo_energy_ev": [-2.0, -1.9],
  "homo_lumo_gap_ev": [6.05, 5.92],
  "de_lowest_kj_mol": 196.36,
  "charge": -2,
  "e_tot_ev": -322044.721,
  "multiplicity": 2,
  "elements": ["Ca", "N", "C", "S", "N", "N", "C", "C", "C", "C", "C", "C", "C", "O", "H", "H", "H", "H", "H", "H", "H", "Br", "C", "Br", "H", "H", "C", "Ge", "C", "C", "Ge", "C", "C", "C", "C", "C", "C", "C", "C", "C", "C", "C", "C", "H", "H", "H", "H", "H", "H", "H", "H", "H", "H", "H", "H", "H", "H", "H", "H", "H", "H", "H", "N", "C", "C", "C", "C", "C", "C", "H", "H", "H", "H", "H"],
  "xyz": [[-1.254, -0.208, 0.430], [-4.438, 3.266, 0.515], [-3.861, 1.980, 0.528], [-3.277, 1.362, -0.946], [-3.907, 1.608, 1.811], [-3.230, 0.411, 2.036], [-3.404, -0.005, 3.222], [-2.951, -1.299, 3.776], [-3.406, -1.693, 5.011], [-2.963, -2.893, 5.561], [-2.073, -3.707, 4.891], [-1.590, -3.301, 3.673], [-2.060, -2.145, 3.030], [-1.702, -1.903, 1.815], [-4.976, 3.598, -0.326], [-4.683, 3.679, 1.372], [-4.055, 0.615, 3.890], [-3.956, -1.098, 5.625], [-3.333, -3.204, 6.537], [-1.741, -4.676, 5.306], [-0.867, -3.913, 3.177], [-2.143, -5.849, 0.995], [-2.610, -4.085, 0.107], [-1.410, -3.615, -1.326], [-2.472, -3.236, 0.829], [-3.569, -4.281, -0.373], [3.583, 2.359, -2.689], [2.287, 1.598, -1.288], [3.658, 1.277, 0.192], [1.331, 3.152, -0.714], [0.837, -0.252, -2.003], [2.215, -1.367, -3.057], [1.689, -2.486, -3.681], [2.444, -3.375, -4.475], [3.806, -3.094, -4.647], [4.355, -2.009, -3.961], [3.591, -1.183, -3.159], [0.324, 0.898, -3.638], [-0.879, 1.587, -3.558], [-1.364, 2.394, -4.530], [-0.541, 2.674, -5.628], [0.656, 1.938, -5.793], [1.088, 1.108, -4.794], [4.366, 1.729, -3.056], [4.007, 3.308, -2.225], [3.044, 2.698, -3.593], [4.179, 2.201, 0.381], [4.307, 0.519, -0.137], [3.100, 1.004, 1.099], [2.010, 3.986, -0.516], [0.817, 2.917, 0.243], [0.587, 3.502, -1.431], [0.700, -2.756, -3.474], [1.986, -4.256, -5.013], [4.410, -3.675, -5.346], [5.412, -1.838, -4.147], [4.082, -0.370, -2.626], [-1.625, 1.460, -2.804], [-2.330, 2.886, -4.456], [-0.754, 3.341, -6.401], [1.303, 2.153, -6.640], [2.067, 0.498, -4.998], [0.217, 0.833, 1.564], [0.349, 0.801, 2.921], [1.093, -0.125, 3.593], [1.247, -0.033, 4.957], [0.528, 0.850, 5.757], [-0.302, 1.735, 5.055], [-0.419, 1.635, 3.696], [1.625, -0.847, 2.983], [1.902, -0.821, 5.370], [0.765, 1.101, 6.751], [-0.842, 2.538, 5.579], [-0.977, 2.400, 3.170]]
}

***

Entry 4:
{
  "formula": "C44H42FN5O5PS2V",
  "method": "ωB97M-V/def2-TZVPD",
  "homo_energy_ev": [-11.3, -11.4],
  "homo_lumo_gap_ev": [6.25, 6.24],
  "de_lowest_kj_mol": 0.00,
  "charge": 2,
  "e_tot_ev": -123352.401,
  "multiplicity": 3,
  "elements": ["V", "C", "C", "N", "C", "C", "C", "O", "O", "C", "O", "C", "C", "C", "F", "C", "C", "C", "N", "C", "C", "N", "C", "C", "H", "H", "H", "H", "H", "H", "H", "H", "H", "H", "H", "H", "H", "H", "H", "H", "H", "H", "O", "C", "C", "C", "C", "C", "C", "C", "O", "N", "N", "C", "S", "C", "C", "S", "H", "H", "H", "H", "H", "H", "H", "H", "H", "C", "C", "C", "C", "C", "C", "P", "C", "C", "C", "C", "C", "C", "C", "C", "C", "C", "C", "C", "H", "H", "H", "H", "H", "H", "H", "H", "H", "H", "H", "H", "H", "H", "H"],
  "xyz": [[-0.387, 1.418, -0.612], [0.994, -0.700, 6.523], [1.999, -0.940, 5.402], [1.385, -0.799, 4.073], [1.464, 0.393, 3.466], [0.928, 0.676, 2.240], [1.066, 2.092, 1.735], [1.695, 2.916, 2.347], [0.417, 2.278, 0.619], [0.264, -0.355, 1.504], [-0.110, -0.248, 0.297], [0.062, -1.596, 2.224], [-0.723, -2.606, 1.663], [-0.897, -3.793, 2.315], [-1.728, -4.697, 1.766], [-0.263, -4.074, 3.538], [0.491, -3.057, 4.104], [0.648, -1.813, 3.487], [-0.334, -5.325, 4.187], [-0.712, -6.513, 3.434], [-0.180, -7.756, 4.136], [-0.738, -7.806, 5.526], [-0.332, -6.580, 6.283], [-0.859, -5.358, 5.544], [1.482, -0.816, 7.489], [0.156, -1.396, 6.467], [0.599, 0.314, 6.461], [2.462, -1.922, 5.482], [2.799, -0.206, 5.464], [1.995, 1.187, 3.978], [-1.223, -2.437, 0.718], [0.987, -3.259, 5.043], [-0.267, -6.480, 2.444], [-1.801, -6.605, 3.313], [0.905, -7.715, 4.219], [-0.471, -8.654, 3.597], [-0.439, -8.653, 6.010], [-1.760, -7.837, 5.468], [0.755, -6.564, 6.320], [-0.731, -6.628, 7.295], [-0.555, -4.468, 6.089], [-1.961, -5.385, 5.542], [-4.916, 2.448, -3.247], [-4.573, 1.212, -3.630], [-5.451, 0.528, -4.472], [-5.150, -0.742, -4.915], [-3.974, -1.377, -4.517], [-3.110, -0.719, -3.672], [-3.385, 0.580, -3.224], [-2.434, 1.236, -2.338], [-1.438, 0.585, -1.798], [-2.557, 2.510, -2.055], [-1.563, 2.911, -1.177], [-1.778, 4.093, -0.663], [-0.654, 4.926, 0.365], [-1.492, 6.540, 0.213], [-2.976, 6.287, 0.103], [-3.223, 4.962, -1.119], [-4.188, 2.840, -2.729], [-6.361, 1.034, -4.766], [-5.838, -1.247, -5.581], [-3.746, -2.375, -4.865], [-2.196, -1.185, -3.333], [-1.100, 7.039, -0.672], [-1.245, 7.116, 1.102], [-3.517, 7.164, -0.245], [-3.398, 5.951, 1.049], [0.522, -0.096, -6.467], [0.896, 1.237, -6.392], [1.066, 1.845, -5.157], [0.861, 1.112, -3.991], [0.503, -0.233, -4.071], [0.330, -0.833, -5.306], [1.187, 1.790, -2.337], [1.414, 3.574, -2.577], [0.352, 4.296, -3.129], [0.461, 5.665, -3.302], [1.627, 6.322, -2.926], [2.680, 5.608, -2.377], [2.577, 4.236, -2.196], [2.846, 1.127, -1.974], [3.842, 1.199, -2.950], [5.116, 0.729, -2.680], [5.408, 0.183, -1.437], [4.420, 0.093, -0.470], [3.142, 0.562, -0.740], [0.381, -0.561, -7.434], [1.061, 1.808, -7.295], [1.358, 2.886, -5.104], [0.369, -0.798, -3.156], [0.045, -1.875, -5.371], [-0.551, 3.781, -3.437], [-0.360, 6.221, -3.737], [1.715, 7.391, -3.067], [3.591, 6.118, -2.090], [3.398, 3.684, -1.759], [3.612, 1.622, -3.921], [5.883, 0.790, -3.441], [6.408, -0.173, -1.227], [4.647, -0.339, 0.496], [2.371, 0.483, 0.012]]
}

***

Entry 5:
{
  "formula": "C5H14N2O2Si",
  "method": "ωB97M-V/def2-TZVPD",
  "homo_energy_ev": -9.8,
  "homo_lumo_gap_ev": 10.48,
  "de_lowest_kj_mol": 388.63,
  "charge": 0,
  "e_tot_ev": -20361.691,
  "elements": ["C", "C", "C", "C", "C", "N", "N", "O", "O", "Si", "H", "H", "H", "H", "H", "H", "H", "H", "H", "H", "H", "H", "H", "H"],
  "xyz": [[1.412, 2.120, -1.251], [-0.537, -1.559, -1.308], [1.545, -0.690, 1.125], [-0.871, -2.441, 1.749], [-0.058, 2.392, -0.815], [-0.402, 1.256, -0.089], [-1.565, 1.148, 0.349], [-2.555, 1.841, 0.351], [-1.724, 0.023, 0.973], [-0.385, -0.957, 0.598], [1.446, 0.945, -1.406], [1.638, 2.446, -2.216], [2.162, 2.364, -0.542], [-0.210, -0.775, -2.011], [-0.050, -2.542, -1.421], [-1.583, -1.797, -1.446], [1.779, -1.043, 2.128], [2.161, -1.064, 0.316], [1.616, 0.447, 1.101], [-0.062, -3.081, 1.754], [-0.921, -2.092, 2.790], [-1.807, -2.862, 1.457], [-0.235, 3.478, -0.473], [-0.793, 2.443, -1.714]]
}

***

Entry 6:
{
  "formula": "C3H2F2OS2",
  "method": "ωB97M-V/def2-TZVPD",
  "homo_energy_ev": -9.8,
  "homo_lumo_gap_ev": 7.75,
  "de_lowest_kj_mol": 0.00,
  "smiles": "O=C(S)C(=S)C(F)F",
  "charge": 0,
  "e_tot_ev": -32294.908,
  "elements": ["O", "C", "S", "C", "S", "C", "F", "F", "H", "H"],
  "xyz": [[0.042, -0.101, -1.706], [-0.699, -0.128, -0.764], [-2.564, -0.410, -0.789], [-0.142, -0.090, 0.661], [-1.062, -0.378, 1.974], [1.394, 0.312, 0.748], [2.068, -0.552, -0.040], [1.598, 1.545, 0.154], [-2.427, -0.589, -2.023], [1.791, 0.390, 1.785]]
}